{"formula": "C27H24BrN4O5Sn", "method": "wB97M-V/def2-TZVPD", "gap_ha": 0.29913, "charge": 1, "relative_energy_ev": 0.025, "spin_multiplicity": 1, "symbols": ["Sn", "C", "O", "C", "C", "C", "C", "C", "C", "O", "C", "O", "C", "H", "H", "H", "H", "H", "H", "H", "H", "H", "C", "H", "H", "H", "C", "C", "N", "C", "C", "C", "C", "C", "C", "C", "C", "N", "C", "N", "H", "H", "H", "H", "H", "H", "H", "H", "H", "Br", "C", "C", "N", "C", "C", "C", "C", "O", "O", "H", "H", "H"], "coordinates": [[0.55, -0.69, -1.62], [1.91, 2.43, 3.75], [1.91, 1.06, 4.12], [1.37, 0.17, 3.29], [1.41, -1.17, 3.71], [0.90, -2.15, 2.90], [0.36, -1.85, 1.64], [-0.07, -2.89, 0.73], [-0.56, -4.20, 1.25], [-0.03, -2.71, -0.51], [0.30, -0.51, 1.23], [-0.30, -0.13, 0.07], [0.80, 0.49, 2.06], [2.32, 2.97, 4.59], [0.89, 2.78, 3.55], [2.53, 2.60, 2.87], [1.87, -1.40, 4.66], [0.96, -3.18, 3.23], [-1.36, -4.04, 1.98], [0.24, -4.75, 1.74], [-0.93, -4.81, 0.42], [0.74, 1.51, 1.70], [1.64, -2.14, -2.74], [2.60, -2.14, -2.22], [1.72, -1.80, -3.77], [1.08, -3.06, -2.62], [-3.28, -1.51, -3.65], [-1.95, -1.47, -3.31], [-1.48, -0.53, -2.46], [-2.32, 0.35, -1.91], [-3.68, 0.34, -2.17], [-4.15, -0.60, -3.08], [-4.56, 1.31, -1.49], [-4.66, 1.47, -0.17], [-4.02, 0.63, 0.87], [-3.91, 1.08, 2.18], [-3.29, 0.24, 3.09], [-2.83, -0.96, 2.75], [-3.00, -1.31, 1.48], [-3.57, -0.58, 0.52], [-3.63, -2.25, -4.36], [-1.23, -2.17, -3.71], [-1.89, 1.07, -1.24], [-5.21, -0.63, -3.32], [-5.15, 1.95, -2.13], [-5.29, 2.26, 0.21], [-4.28, 2.05, 2.47], [-3.16, 0.53, 4.12], [-2.65, -2.29, 1.18], [5.57, 4.65, -3.96], [5.15, 3.49, -2.54], [5.98, 3.42, -1.42], [5.74, 2.60, -0.40], [4.67, 1.82, -0.46], [3.77, 1.85, -1.52], [4.02, 2.70, -2.59], [2.58, 0.98, -1.51], [1.68, 1.11, -2.40], [2.44, 0.11, -0.62], [6.87, 4.04, -1.36], [4.50, 1.15, 0.37], [3.34, 2.74, -3.43]]}